Entry from OMol25: a 6-piece molecular cluster, C33H40F7IN7O5PS2 overall (ωB97M-V/def2-TZVPD).

Structure (XYZ):
```
96
Properties=species:S:1:pos:R:3:forces:R:3:mulliken_charge:R:1
I 2.842 -4.997 -0.836 -0.0471 0.0367 -0.1487 -0.1016
S 0.477 -2.176 -0.358 -0.0619 -0.0916 0.1032 1.1374
S -5.694 1.446 -2.967 0.0670 0.3464 0.1964 -0.2965
P 3.271 -2.595 -0.878 0.3041 0.2765 0.6904 0.0733
F 1.755 0.728 -4.062 -0.0040 0.0646 -0.1450 -0.3258
F 4.048 1.550 -4.343 -0.0207 0.0190 -0.1686 -0.3140
F 4.702 2.991 -2.369 0.5009 0.5192 -0.1510 -0.2712
F 4.968 0.210 -2.922 0.3934 -0.5447 0.1869 -0.2413
F 4.169 1.538 -0.891 -0.0002 -0.2348 0.4477 -0.2627
F 2.937 -1.072 -3.950 0.0430 0.0340 0.1479 -0.3290
F 2.636 2.584 -1.972 -0.6504 0.3038 -0.0512 -0.2386
O -5.524 -0.839 -1.412 0.1181 -0.0414 0.1548 0.1111
O -0.038 -3.488 -0.530 -0.1849 0.0182 -0.0858 -0.5973
O 1.092 -1.786 0.874 -0.0110 0.0725 0.0596 -0.6676
O 4.387 -2.508 -2.042 -0.0967 0.0803 -0.4407 -0.4798
O -0.725 -1.207 -0.669 0.2478 -0.0753 0.0731 -0.3116
N -4.272 1.493 3.851 0.0131 0.0081 -0.0435 0.1880
N 6.209 -3.264 1.368 0.1070 -0.0325 0.1647 0.1898
N -5.251 -2.697 -5.851 0.0118 0.0090 0.0158 0.0060
N -7.501 -0.301 -2.202 -0.0270 0.0754 -0.1254 -0.4069
N -4.708 3.962 6.932 0.0226 -0.0629 0.0059 -0.0018
N 6.913 2.302 0.143 0.1085 0.0189 0.0454 0.0992
N -7.639 -1.443 -1.427 -0.1231 -0.1372 0.0788 -0.4807
C -5.195 1.197 2.886 0.0297 0.0356 0.0341 -0.8343
C 1.695 -1.836 -1.643 0.1715 -0.0245 -0.2603 -0.1795
C -4.797 -2.892 -4.577 -0.0080 0.0524 0.0200 -0.7705
C -2.894 0.371 -1.017 -0.4556 0.1611 -0.3932 0.0614
C -3.316 0.018 2.510 -0.0060 0.0035 -0.0549 -0.7439
C -1.588 1.071 -0.665 -0.1070 -0.4368 0.4030 -1.6208
C -3.879 1.384 -3.138 0.3017 -0.2665 -0.2206 -0.8156
C -6.250 0.015 -2.156 -0.2884 0.0837 -0.3710 0.3911
C -3.150 3.242 8.329 -0.0121 -0.0271 0.0212 -0.4999
C -4.209 -2.782 -6.731 -0.0342 0.0115 -0.0094 -0.5322
C 7.657 -4.174 2.771 -0.0041 0.0132 0.0207 -0.4878
C -3.128 0.213 -2.526 0.2829 0.0519 0.0386 -0.2527
C 1.871 -0.297 -1.907 -0.4958 -0.6280 -0.1054 -0.4868
C 8.362 3.727 1.015 0.0036 -0.0075 0.0091 -0.6089
C 3.837 2.048 -2.077 0.1311 -0.4240 -0.2042 0.6446
C 5.797 -2.918 2.625 -0.0254 0.0172 -0.0257 -0.4094
C -3.126 0.779 3.632 -0.0119 0.0456 0.0104 -0.5380
C -4.228 3.779 9.083 0.0176 0.0035 0.0080 -0.3891
C 8.453 2.495 1.719 -0.0002 0.0176 -0.0061 -0.5516
C 0.489 0.371 -1.980 -0.0836 0.0345 0.2618 -1.4341
C -0.332 0.185 -0.725 -0.0260 0.6653 -0.1890 0.2667
C 3.885 0.937 -3.159 -0.5551 0.2854 -0.1310 0.7464
C -3.071 -3.034 -6.012 0.0135 0.0301 0.0425 -0.5796
C 7.547 1.636 1.156 -0.0282 -0.0208 -0.0131 -0.4982
C 6.676 -3.467 3.520 0.0251 -0.0073 0.0040 -0.5332
C 7.341 -4.029 1.447 -0.0271 0.0065 -0.0244 -0.4767
C 7.404 3.575 0.049 -0.0195 -0.0075 -0.0082 -0.3068
C 2.594 0.044 -3.252 0.2834 -0.1839 0.2464 0.8033
C -3.475 3.366 7.007 -0.0550 0.0415 -0.0683 -0.4136
C -6.472 -1.724 -0.996 0.0809 -0.1028 0.1412 -0.0928
C -3.445 -3.102 -4.641 0.0126 0.0289 0.0100 -0.1965
C -5.172 4.215 8.194 -0.0034 0.0035 -0.0293 -0.4790
C -4.631 0.284 2.037 0.0487 -0.0204 0.0116 -0.1246
H 4.156 -2.923 -2.883 0.0948 0.0083 -0.0933 0.3552
H -2.929 3.092 6.119 0.0455 0.0416 0.0044 0.4188
H -2.083 -3.156 -6.421 0.0097 -0.0137 -0.0067 0.4023
H 9.107 2.266 2.543 0.0051 -0.0037 0.0074 0.3949
H -2.981 -0.593 -0.530 0.1623 -0.0752 0.1471 0.4156
H -2.595 -0.661 2.082 -0.0033 -0.0220 0.0134 0.6030
H 0.283 0.416 0.145 0.0321 -0.1792 0.1506 0.4780
H -6.168 1.656 2.885 -0.0129 -0.0092 -0.0086 0.3986
H -6.128 4.684 8.350 -0.0105 -0.0024 0.0106 0.3738
H -5.107 -0.147 1.173 -0.0280 -0.0153 -0.0281 0.5088
H 8.935 4.620 1.199 0.0048 0.0071 0.0018 0.3846
H -5.198 4.187 6.086 0.0028 0.0710 -0.0049 0.1944
H 4.918 -2.314 2.774 -0.0192 -0.0147 0.0053 0.4066
H -2.162 0.176 -3.032 0.0261 -0.0226 -0.0871 -0.0516
H -0.062 -0.057 -2.815 -0.0638 0.1049 -0.1087 0.0963
H -5.473 -2.865 -3.738 -0.0084 -0.0246 0.0058 0.4829
H -3.617 -0.719 -2.784 -0.0298 -0.1244 0.0334 0.0148
H -2.240 2.814 8.715 0.0055 -0.0109 0.0033 0.3978
H 8.497 -4.723 3.160 0.0080 -0.0033 0.0047 0.3860
H -6.206 -2.517 -6.101 -0.0232 0.0026 0.0061 0.2095
H 7.300 0.615 1.392 0.0148 -0.0020 0.0073 0.4738
H -4.364 -2.659 -7.789 0.0112 -0.0026 -0.0110 0.4067
H 6.200 1.915 -0.443 0.0460 -0.0196 0.0332 0.2133
H -4.299 3.841 10.155 0.0008 -0.0012 0.0107 0.3877
H 1.331 -2.353 -2.529 0.0262 -0.0728 -0.1029 0.5675
H -3.482 2.314 -2.735 -0.1848 0.1399 0.0994 0.3617
H -2.281 0.867 4.293 0.0075 -0.0190 0.0074 0.4181
H 6.623 -3.374 4.591 0.0016 0.0013 0.0098 0.3975
H -1.681 1.439 0.357 0.0096 0.0498 0.0540 0.4722
H 7.822 -4.401 0.559 0.0052 -0.0136 -0.0014 0.3898
H 7.032 4.262 -0.692 0.0072 0.0109 -0.0071 0.3724
H -2.795 -3.287 -3.801 -0.0065 -0.0306 0.0095 0.5905
H -1.442 1.943 -1.300 0.0555 0.0764 -0.0992 0.3090
H 2.416 0.104 -1.055 0.1491 0.1135 -0.0321 0.5895
H -3.702 1.403 -4.211 -0.0693 -0.0172 -0.0918 0.6007
H 5.742 -3.006 0.523 -0.0810 0.0574 -0.1884 0.1186
H -6.163 -2.538 -0.368 0.0525 -0.0441 0.0220 0.4739
H -4.413 2.133 4.610 -0.0274 -0.0698 0.0850 0.1649
H -3.702 0.975 -0.604 -0.0662 0.0149 0.0566 0.6319
H 0.606 1.437 -2.144 -0.0159 0.0165 -0.0969 0.6541
```
Forces are in eV/Å.

Values from the calculation:
- Structure (SMILES): O=S1(=O)O[C@H](CCCCSc2nnco2)C[C@H](C(F)(F)C(F)(F)C(F)(F)F)[C@H]1P(O)I.c1cc[nH]c1.c1cc[nH]c1.c1cc[nH]c1.c1cc[nH]c1.c1cc[nH]c1
- E_tot: -113618.86670 eV
- Strongest force on any atom: 0.0157 Eh/bohr
- Kohn-Sham gap: 7.936 eV